Record 1
6
Properties=species:S:1:pos:R:3:forces:R:3 method="wB97M-V/def2-TZVPD" e_homo_ev=-1.116 de_lowest_kj_mol=200.4 orbital_gap_ev=6.898 energy_ev=-5073.21882 smiles=NN[O-] multiplicity=1 charge=-1
N 0.51303 -0.06354 -0.22047 -0.8 1.5 -0.2
N -0.89710 -0.59130 -0.12096 0.9 -2.3 2.0
O -1.90888 0.30033 -0.04310 0.6 0.5 0.3
H 0.75031 0.70810 0.53511 -1.0 -1.2 -1.9
H 0.38045 0.37721 -1.17064 0.8 0.1 1.6
H -0.78507 -1.17063 0.83468 -0.5 1.5 -1.9



Record 2
12
Properties=species:S:1:pos:R:3:forces:R:3 method="wB97M-V/def2-TZVPD" e_homo_ev="-5.952 / -10.238" de_lowest_kj_mol=130.3 orbital_gap_ev="6.733 / 8.223" energy_ev=-19829.26752 multiplicity=3
C -1.81221 -0.41229 0.80853 -1.8 -0.5 1.3
C -1.19562 -0.43400 -0.21839 -0.4 -0.5 0.8
C 2.09470 0.25491 0.58913 -0.5 0.5 -0.9
C 1.06538 0.92995 1.03512 1.2 -0.4 0.3
C -0.52872 -0.43497 -1.48338 -2.5 0.1 -2.4
O 2.95983 -0.41148 0.20933 3.1 -2.2 -0.9
Cl 0.83404 0.97084 2.68353 -1.1 0.7 2.6
H -2.57883 -0.53869 1.61779 1.6 0.4 -1.2
H 0.42893 1.30705 0.33765 -2.4 1.7 -0.9
H -0.48309 0.61130 -1.80575 0.2 -0.2 -0.3
H -1.22269 -0.99601 -2.27386 1.6 1.1 1.6
H 0.43827 -0.84661 -1.49969 1.2 -0.7 0.1



Record 3
56
Properties=species:S:1:pos:R:3:forces:R:3 method="wB97M-V/def2-TZVPD" e_homo_ev=-1.787 orbital_gap_ev=2.752 energy_ev=-207001.67459 multiplicity=1 charge=-2
N 0.42433 -5.91513 1.07104 0.1 -1.9 0.5
C -0.39928 -5.19199 2.11921 0.6 0.7 0.1
B 0.03656 -3.62896 2.26073 -0.1 0.5 0.1
C 0.29634 -2.85843 0.85163 -0.1 -0.1 0.2
O -0.42413 -3.44860 -0.27060 0.9 -0.3 0.7
N -1.71198 -2.89618 -0.47774 -1.0 0.1 0.5
O -2.50464 -3.92693 -0.49629 2.6 -2.3 -1.3
C 1.33048 -3.52154 3.26016 -1.1 0.2 0.1
O 2.06102 -4.85038 3.33682 0.4 0.3 0.0
C 3.22756 -4.91424 2.78527 -0.3 0.0 0.3
F 3.47344 -6.28241 2.49029 0.0 -0.1 -0.1
F 4.25484 -4.54623 3.55335 0.1 0.0 -0.1
F 3.35451 -4.29870 1.60354 0.1 0.0 -0.1
H 0.35397 -6.90342 1.38436 -0.8 0.0 -0.1
H -0.06095 -5.91958 0.16893 0.2 0.6 -0.2
H -0.26190 -5.72487 3.05671 0.2 -0.1 0.1
H -1.47477 -5.30687 1.91766 0.6 0.1 0.1
H -0.89230 -3.07190 2.81670 0.1 -0.1 0.2
H 1.34677 -2.78280 0.55950 0.1 -0.3 -0.3
H -0.03487 -1.83411 0.96179 0.0 0.3 -0.1
H 0.97663 -3.34856 4.26975 0.2 -0.3 0.3
H 2.00049 -2.69551 3.03416 0.5 -0.3 -0.2
Ca -3.04288 -5.55791 0.58373 -1.7 1.9 -1.1
C -2.16220 -0.87775 -4.00901 0.0 -0.3 -0.3
O -2.90785 -1.75598 -4.51245 0.1 0.0 0.0
O -1.60019 -1.27368 -2.76088 -0.2 0.3 -1.1
O -1.84129 0.22941 -4.45967 0.2 0.0 0.2
H -2.01519 -2.14327 -2.71903 0.1 0.0 0.5
Al 2.22165 -7.05620 0.65514 0.2 0.8 -0.2
F -2.15465 -2.36131 0.82614 0.7 0.6 0.5
C -0.86371 3.04562 -3.25081 0.4 0.0 -0.6
C 0.25925 3.38102 -2.23114 -1.2 -0.4 -0.3
O 0.08526 2.91126 -1.03782 0.2 0.5 0.1
H -1.82157 3.45903 -2.93497 0.0 0.0 0.1
H -0.60701 3.50496 -4.23625 -0.1 0.1 0.1
H -0.97578 1.97000 -3.46070 0.0 0.3 0.4
H 0.36419 4.55112 -2.32535 0.3 0.0 0.1
H 1.18586 3.00118 -2.78161 -0.3 -1.0 0.7
Br -4.77949 -3.17606 -0.53049 -2.7 -0.7 0.6
K 2.34502 4.24474 -3.78101 0.5 0.8 -0.6
C -2.73383 5.00537 -0.05967 0.1 -0.5 -0.2
O -2.61377 3.59359 0.07415 -0.1 0.5 -0.3
H -3.54801 5.37089 0.55911 0.0 -0.1 0.1
H -1.81073 5.50706 0.24642 -0.1 0.1 0.0
H -2.95793 5.25719 -1.10794 0.0 0.2 0.1
H -1.87258 3.34776 -0.51017 0.2 -0.4 0.4
O -2.02221 6.53348 3.46046 0.3 0.5 0.0
P -3.32135 7.22010 3.05986 0.0 0.2 0.0
O -3.15088 7.87460 1.69330 0.1 -0.4 -0.2
O -3.67589 8.28970 4.09233 0.0 -0.3 0.4
O -4.45124 6.19998 3.01630 -0.4 0.3 -0.1
C 7.09922 4.76344 -2.30146 0.0 -0.1 0.0
Cl 5.54678 5.32328 -1.69085 -0.1 0.0 0.0
Cl 7.27053 3.02551 -2.08698 0.0 0.0 0.0
Cl 7.30237 5.20634 -4.00197 0.0 0.0 0.0
H 7.87800 5.25286 -1.73367 0.0 0.0 0.0



Record 4
18
Properties=species:S:1:pos:R:3:forces:R:3 method="wB97M-V/def2-TZVPD" e_homo_ev=-8.938 de_lowest_kj_mol=214.0 orbital_gap_ev=9.868 energy_ev=-10373.08743 multiplicity=1
C -0.43295 0.00191 2.24231 0.1 -0.3 -0.1
C -0.86571 -0.05916 0.80907 0.0 0.2 0.2
C -0.22607 0.98333 -0.10648 -0.4 0.1 -1.1
N -1.71881 -0.83269 0.29729 -0.2 -0.3 -0.3
O 1.18350 0.89761 -0.07963 0.3 -0.9 -1.3
H -2.12221 -1.50954 0.94275 0.1 0.2 0.2
H -0.46485 1.98484 0.27908 0.0 -0.2 -0.1
H -0.93647 -0.75549 2.84002 0.0 0.0 0.0
H 0.64230 -0.15835 2.29534 0.1 0.0 0.0
H -0.63440 0.98916 2.65217 0.0 0.1 0.1
N -0.61710 0.88674 -1.49693 -0.9 0.5 0.2
C 1.71051 0.09900 -1.13402 1.7 0.2 2.3
C 1.46377 -1.16840 -1.43716 -0.6 0.5 -0.3
H -0.93791 -0.04962 -1.72498 0.0 0.1 0.2
H -1.39336 1.50251 -1.70216 0.0 0.0 0.1
H 2.65900 0.55030 -1.40001 0.0 0.0 -0.2
H 0.51223 -1.63480 -1.26038 -0.1 -0.3 0.5
H 2.17853 -1.72733 -2.01628 0.0 0.2 -0.4



Record 5
19
Properties=species:S:1:pos:R:3:forces:R:3 method="wB97M-V/def2-TZVPD" e_homo_ev=-9.389 de_lowest_kj_mol=461.0 orbital_gap_ev=10.554 energy_ev=-8459.57645 smiles="OC1C=C1.[H][H].C=CC" multiplicity=1
C 1.66153 0.21301 1.14176 0.1 -0.2 -0.1
C 1.51507 -0.67606 0.16185 0.1 0.1 0.2
C 1.77786 -0.39311 -1.28930 0.0 0.0 -0.1
C -1.48661 -0.81316 -0.73106 -0.2 0.0 0.1
C -2.26859 -0.44126 0.24229 0.1 -0.1 -0.2
C -1.92138 0.60404 -0.75374 -0.4 0.0 -0.3
O -1.06534 1.68493 -0.48953 0.2 -0.1 0.2
H -0.48330 0.62117 2.32455 -0.2 0.0 0.1
H 1.53132 -0.06384 2.18419 0.0 0.0 -0.2
H 1.93943 1.24659 0.93810 0.0 -0.1 0.0
H 1.23462 -1.69810 0.42033 0.1 0.1 0.0
H 2.78365 -0.74184 -1.55233 -0.1 0.0 0.0
H 1.71364 0.67745 -1.50628 0.0 -0.1 0.0
H 1.07652 -0.91338 -1.94924 0.1 0.1 0.1
H -0.92111 -1.60729 -1.19648 -0.1 0.1 0.1
H -2.79269 -0.71621 1.14659 0.1 0.1 -0.2
H -1.21593 0.66133 2.21088 0.0 0.1 0.2
H -2.65886 0.95310 -1.47589 0.1 0.0 0.1
H -0.41986 1.40264 0.17332 0.0 0.0 -0.1



Record 6
11
Properties=species:S:1:pos:R:3:forces:R:3 method="wB97M-V/def2-TZVPD" e_homo_ev="-8.475 / -8.358" de_lowest_kj_mol=507.6 orbital_gap_ev="6.522 / 5.612" energy_ev=-20044.22233 multiplicity=1
C -0.17641 0.67542 -0.05263 2.0 -3.9 -0.1
C 1.56927 -1.66640 -0.39559 -0.6 2.0 -1.1
N -0.53837 -0.24695 0.71495 -1.1 -1.2 1.8
N -2.47135 2.20763 0.64160 1.0 3.7 -2.1
O -0.66342 1.71992 -0.47201 -1.8 3.0 -0.5
O -2.51239 3.28849 0.27870 -0.3 -3.5 1.5
S 1.34568 0.09506 -0.91713 0.8 0.5 -1.0
H 2.32402 -1.63143 0.29827 1.4 0.0 2.3
H 1.97426 -2.28191 -1.15526 -0.2 -0.3 -1.4
H 0.62744 -1.94585 -0.02791 -1.0 -0.8 0.6
H -1.47872 -0.21398 1.08701 -0.2 0.5 0.1